Below is a molecular structure, C8H12F3I2NO3S at a distorted geometry, with properties calculated with ωB97M-V/def2-TZVPD.

XYZ file:
```
30
Properties=species:S:1:pos:R:3:lowdin_charge:R:1
C -2.98190 1.70415 0.53368 -0.124
C -1.90922 0.93790 -0.22528 -0.793
I -2.32637 0.46914 -2.25727 0.932
C -0.77135 0.57781 0.32851 -0.769
I 0.72238 -0.46045 -0.77105 1.045
N -0.52685 0.88272 1.75270 -0.108
C 0.85422 1.12310 2.24012 -0.142
C 0.69649 0.70581 3.75462 -0.126
C 0.09217 -0.72423 3.53028 -0.123
C -0.99235 -0.37740 2.49619 -0.112
H -2.87602 2.76551 0.27070 0.095
H -3.97380 1.35424 0.23908 0.075
H -2.90664 1.62230 1.62592 0.064
H -1.07601 1.61959 2.19636 0.159
H 1.65932 0.56147 1.76980 0.079
H 1.09119 2.19153 2.27322 0.140
H 1.59631 0.75125 4.36697 0.122
H -0.04922 1.43643 4.10906 0.115
H -0.39254 -1.19315 4.38819 0.122
H 0.96856 -1.24564 3.13545 0.122
H -1.09677 -1.19765 1.77622 0.120
H -2.01808 -0.29481 2.87134 0.140
C 1.88576 -2.21976 -4.43353 -0.649
F 2.44533 -3.41759 -4.67054 0.110
F 0.56603 -2.44956 -4.23643 0.076
F 2.37893 -1.79263 -3.24008 0.016
S 2.19606 -0.99638 -5.78108 0.419
O 1.59936 -1.62218 -6.93693 -0.325
O 3.63687 -0.89758 -5.80875 -0.328
O 1.50814 0.18607 -5.29747 -0.353
```

As for the net charge: 0.

---

Below is 3 unconnected molecules or ions with the total composition C18H41Cl2IN4O8P3 at a distorted geometry, with properties calculated with ωB97M-V/def2-TZVPD.

XYZ file:
```
77
Properties=species:S:1:pos:R:3:lowdin_charge:R:1
C 0.83416 1.62831 -2.37913 -0.143
C 1.32215 1.81167 -3.82652 -0.389
P 1.21744 3.51113 -4.53648 0.996
C 2.68232 4.46308 -3.98729 -0.404
C 2.56987 5.22039 -2.64246 -0.151
C -0.31807 4.22187 -3.83032 -0.474
N -0.54545 5.00292 -2.78465 0.182
C -1.87543 5.17233 -2.74177 -0.489
N -2.43840 5.89004 -1.76677 -0.365
Cl -4.06283 6.18355 -1.48467 0.689
N -2.49881 4.54966 -3.75245 -0.468
I -4.41505 4.34591 -4.41887 1.052
N -1.46900 3.92101 -4.45613 -0.567
Cl -1.69464 2.97082 -5.80093 0.766
H 0.59035 0.57325 -2.23257 0.076
H -0.07748 2.18067 -2.14703 0.037
H 1.58589 1.88862 -1.63525 0.076
H 2.37170 1.51723 -3.86035 0.083
H 0.75283 1.15959 -4.48777 0.062
H 3.52392 3.77126 -3.90675 0.080
H 2.94140 5.17897 -4.76679 0.069
H 3.54990 5.54280 -2.29715 0.074
H 1.92746 6.08819 -2.77873 0.057
H 2.09874 4.57249 -1.90401 0.054
H -1.80211 6.27841 -1.08590 0.122
O -4.32832 0.47124 1.59247 -0.205
P -4.22934 -0.25673 0.31787 0.470
O -4.75703 -1.75189 0.50495 -0.177
C -6.14908 -1.99448 0.76683 -0.259
C -7.01571 -1.79642 -0.46226 -0.080
O -2.63757 -0.55325 0.15813 -0.207
C -1.67263 0.10231 0.98546 -0.301
C -1.28831 -0.75410 2.17214 -0.061
O -4.44406 -0.14545 -1.28221 -0.180
C -4.34626 1.14555 -1.90345 -0.266
C -2.91774 1.66167 -1.91794 -0.079
H -6.48396 -1.35502 1.58734 0.116
H -6.21634 -3.02673 1.10411 0.121
H -7.04809 -0.74598 -0.75947 0.065
H -8.03631 -2.12302 -0.26376 0.081
H -6.61905 -2.36076 -1.30589 0.083
H -2.03880 1.07837 1.30841 0.099
H -0.79357 0.28309 0.35976 0.106
H -2.16945 -1.12403 2.69551 0.081
H -0.67811 -0.18632 2.87547 0.081
H -0.71906 -1.62604 1.84897 0.074
H -5.00930 1.85397 -1.39905 0.119
H -4.71195 1.02313 -2.92280 0.110
H -2.59774 1.95769 -0.91672 0.078
H -2.83439 2.53774 -2.56086 0.014
H -2.22979 0.89336 -2.26886 0.089
O 1.99553 -2.87462 2.77684 -0.221
P 3.29162 -3.57312 2.84716 0.465
O 3.03450 -5.14129 3.06730 -0.181
C 2.44114 -5.92202 2.02201 -0.268
C 3.40360 -6.19629 0.88103 -0.082
O 3.84306 -3.22588 4.33654 -0.205
C 3.25720 -2.19018 5.12416 -0.302
C 2.22953 -2.74647 6.08787 -0.071
O 4.76448 -3.67418 2.21741 -0.183
C 5.35693 -2.50635 1.60130 -0.251
C 5.73807 -1.44246 2.61186 -0.073
H 1.53824 -5.42295 1.65874 0.112
H 2.13727 -6.86081 2.48178 0.119
H 3.64357 -5.28120 0.33599 0.065
H 2.96664 -6.90497 0.17701 0.079
H 4.34067 -6.60287 1.26002 0.084
H 2.82121 -1.41823 4.48882 0.098
H 4.07116 -1.72130 5.68127 0.116
H 1.52079 -3.39723 5.57641 0.077
H 1.67746 -1.93878 6.57079 0.077
H 2.71623 -3.34386 6.85958 0.078
H 4.67375 -2.10239 0.85046 0.114
H 6.24441 -2.86052 1.08062 0.119
H 4.85431 -0.94733 3.01860 0.069
H 6.35458 -0.67862 2.13691 0.081
H 6.28519 -1.87820 3.44607 0.090
```

As for the net charge: +1.

---

Below is 2 unconnected molecules or ions with the total composition C2H7NO3 at a distorted geometry, with properties calculated with ωB97M-V/def2-TZVPD.

XYZ file:
```
13
Properties=species:S:1:pos:R:3:lowdin_charge:R:1
O -0.16310 -1.89746 0.05976 0.020
C -1.10574 -1.31805 -0.42824 -0.338
N -1.11504 0.00802 -0.81182 0.049
C 0.12336 0.74666 -0.84679 -0.268
O 0.03053 1.95723 -0.12288 -0.052
H -2.09893 -1.79418 -0.54264 0.132
H -1.78133 0.17644 -1.55082 0.129
H 0.36686 1.07923 -1.86137 0.134
H 0.91394 0.15318 -0.40091 0.098
H -0.08040 1.70989 0.80477 0.075
O 1.69161 0.22627 1.84187 -0.053
H 1.30648 -0.64104 1.63806 0.029
H 2.02400 0.12392 2.73944 0.044
```

As for the net charge: 0. As for the SMILES: O=CNCO.O. As for the relative energy (zero: lowest compared OMol25 entry of this formula, charge and spin): 0.825 eV.

---

no.,HOMO-LUMO gap (eV),HOMO energy (eV)
1,6.22,-7.54
2,6.63,-11.54
3,10.90,-10.16